Formula: H14O7
Source: OMol25
Level of theory: ωB97M-V/def2-TZVPD

Max |F|   5.3 eV/A
Energy   -534.96828 hartree
SMILES string   O.O.O.O.O.O.O
ΔE to the lowest compared entry with this formula, charge and spin   4.233 eV
Frontier orbital gap   10.5 eV
LUMO energy   0.01368 Ha

Structure (XYZ):
```
21
H14O7 (ωB97M-V/def2-TZVPD)
O -0.420 0.763 -0.962
H -0.510 0.023 -1.625
H 0.495 1.019 -0.845
O -2.906 0.294 2.162
H -2.842 1.234 2.254
H -2.692 -0.122 3.074
O -3.124 -3.654 -0.173
H -2.929 -4.591 -0.298
H -2.366 -3.225 0.004
O 1.478 2.925 0.031
H 1.245 2.140 0.543
H 1.986 2.505 -0.731
O -0.704 -4.671 -0.630
H -1.006 -4.113 0.096
H -0.193 -4.242 -1.237
O 4.358 1.219 1.315
H 4.090 0.879 2.252
H 4.970 1.891 1.596
O 0.265 2.938 -2.006
H -0.117 3.796 -2.180
H 0.923 2.994 -2.639
```

Formula: C4H12N2
Source: OMol25
Level of theory: ωB97M-V/def2-TZVPD

Max |F|   4.4 eV/A
Energy   -269.04804 hartree
SMILES string   CC(C)NCN
ΔE to the lowest compared entry with this formula, charge and spin   1.859 eV
Frontier orbital gap   9.6 eV
LUMO energy   0.04213 Ha

Structure (XYZ):
```
18
C4H12N2 (ωB97M-V/def2-TZVPD)
C -1.987 -0.058 -0.124
C -0.548 -0.502 0.452
C -0.634 -0.712 1.924
N 0.471 0.496 0.127
C 1.056 0.515 -1.342
N 2.372 0.939 -1.442
H -2.609 -0.903 0.127
H -2.396 0.874 0.252
H -1.868 -0.043 -1.286
H -0.203 -1.545 0.087
H 0.293 -1.220 2.152
H -0.568 0.283 2.523
H -1.463 -1.339 2.123
H 1.385 0.375 0.775
H 0.963 -0.562 -1.704
H 0.242 1.175 -1.988
H 3.049 0.258 -1.300
H 2.445 1.969 -1.356
```

Formula: C8H6NO5Y
Source: OMol25
Level of theory: ωB97M-V/def2-TZVPD

Max |F|   5.4 eV/A
Energy   -776.93220 hartree
Net charge   +2
ΔE to the lowest compared entry with this formula, charge and spin   2.430 eV
Frontier orbital gap (alpha / beta)   5.5 / 6.2 eV
LUMO energy (alpha / beta)   -0.37719 / -0.37014 Ha

Structure (XYZ):
```
21
C8H6NO5Y (ωB97M-V/def2-TZVPD)
O 1.737 4.658 -1.647
C 1.746 4.110 -2.649
Y -0.032 -0.479 -1.761
O -0.457 2.470 0.217
C -0.247 1.515 -0.398
C -2.315 -0.441 -1.148
O -3.437 -0.240 -0.965
C -1.645 0.256 -3.628
O -2.536 0.298 -4.422
C -1.242 1.501 -2.697
O -1.440 2.656 -2.868
H -0.751 -0.809 -3.468
C 0.778 -1.678 3.781
C 1.724 -1.891 2.581
C 1.130 -1.547 1.309
N 0.692 -1.283 0.261
H 0.537 -0.617 3.898
H 1.236 -2.021 4.714
H -0.155 -2.235 3.644
H 2.632 -1.279 2.710
H 2.043 -2.944 2.538
```

Formula: C20H29ClFI2N5OP
Source: OMol25
Level of theory: ωB97M-V/def2-TZVPD

Max |F|   0.7 eV/A
Energy   -2625.06669 hartree
Net charge   +1
Frontier orbital gap   5.7 eV
LUMO energy   -0.16981 Ha

Structure (XYZ):
```
60
C20H29ClFI2N5OP (ωB97M-V/def2-TZVPD)
C -0.535 3.374 3.204
C -1.797 2.821 3.853
I -3.347 4.300 3.510
C -2.290 1.464 3.254
I -3.008 0.096 4.730
C -1.355 0.841 2.263
C -0.124 0.206 2.594
P 0.792 -0.056 4.205
O 0.092 0.940 5.278
Cl 0.048 -1.888 4.712
C 0.617 -0.326 1.573
C 0.153 -0.237 0.245
C 0.967 -0.805 -0.872
C 2.339 -0.083 -0.964
C 2.585 0.512 -2.327
F 1.728 1.599 -2.479
N -0.979 0.355 -0.033
N -1.679 0.889 0.964
C -2.906 1.559 0.472
C -4.126 0.629 0.563
N -5.390 1.358 0.632
H 0.342 2.768 3.419
H -0.332 4.365 3.600
H -0.678 3.497 2.134
H -1.718 2.761 4.928
H -3.212 1.701 2.758
H 0.795 1.513 5.615
H 1.564 -0.801 1.794
H 1.140 -1.848 -0.613
H 0.429 -0.737 -1.810
H 3.156 -0.752 -0.701
H 2.348 0.741 -0.252
H 3.593 0.918 -2.371
H 2.423 -0.197 -3.133
H -2.702 1.877 -0.544
H -3.073 2.462 1.047
H -4.009 0.037 1.470
H -4.141 -0.044 -0.290
H -5.719 1.431 1.584
H -5.297 2.287 0.245
N 7.112 -2.719 -1.156
C 6.999 -4.080 -1.079
C 5.719 -4.418 -1.428
C 5.034 -3.211 -1.732
C 5.921 -2.182 -1.555
H 7.944 -2.197 -0.952
H 7.835 -4.690 -0.785
H 5.320 -5.417 -1.465
H 4.007 -3.113 -2.048
H 5.810 -1.118 -1.681
N -2.154 -0.499 -3.137
C -2.633 0.512 -3.930
C -3.417 -0.053 -4.899
C -3.412 -1.458 -4.685
C -2.627 -1.703 -3.592
H -1.551 -0.374 -2.347
H -2.374 1.539 -3.738
H -3.936 0.481 -5.677
H -3.928 -2.202 -5.268
H -2.365 -2.624 -3.101
```

Formula: C30H33N7O2S6V
Source: OMol25
Level of theory: ωB97M-V/def2-TZVPD

Max |F|   7.7 eV/A
Energy   -5029.91816 hartree
Multiplicity   4
Net charge   -2
ΔE to the lowest compared entry with this formula, charge and spin   4.445 eV
Frontier orbital gap (alpha / beta)   4.5 / 4.6 eV
LUMO energy (alpha / beta)   0.13713 / 0.13381 Ha

Structure (XYZ):
```
79
C30H33N7O2S6V (ωB97M-V/def2-TZVPD)
V 0.431 -1.173 0.392
C -2.200 1.371 -1.938
C -1.028 0.511 -1.543
N -1.137 -0.270 -0.474
N -2.273 -0.391 0.158
C -2.219 -1.403 1.171
S -1.308 -2.893 0.554
S -3.957 -1.784 1.641
C -4.501 -2.713 0.166
C -4.681 -1.868 -1.061
C -3.873 -2.064 -2.176
C -4.074 -1.320 -3.330
C -5.078 -0.365 -3.381
C -5.871 -0.144 -2.262
C -5.671 -0.890 -1.111
C 0.144 0.440 -2.393
C 0.346 1.345 -3.439
C 1.420 1.232 -4.314
C 2.334 0.203 -4.153
C 2.172 -0.702 -3.112
C 1.110 -0.598 -2.216
O 0.992 -1.389 -1.171
H -3.076 1.020 -1.396
H -2.397 1.304 -3.011
H -2.030 2.425 -1.682
H -5.445 -3.170 0.469
H -3.743 -3.480 0.014
H -3.071 -2.790 -2.121
H -3.433 -1.478 -4.190
H -5.234 0.216 -4.283
H -6.642 0.618 -2.286
H -6.275 -0.710 -0.229
H -0.347 2.170 -3.558
H 1.548 1.959 -5.109
H 3.181 0.114 -4.824
H 2.903 -1.484 -2.943
S 3.279 -0.509 3.269
C 2.401 -1.557 4.250
C 2.332 -1.168 5.622
N 2.314 -0.802 6.716
C 1.802 -2.765 3.853
S 1.553 -3.377 2.288
C 1.309 -3.624 4.880
N 0.912 -4.346 5.687
C 0.885 4.427 2.982
C 1.453 4.137 1.635
C 2.007 5.056 0.792
C 2.568 4.611 -0.425
N 2.674 3.330 -0.717
C 2.182 2.424 0.139
S 2.469 0.785 0.041
N 1.415 2.849 1.226
C 3.154 5.553 -1.427
H 1.010 5.478 3.233
H 1.387 3.817 3.735
H -0.177 4.177 3.011
H 2.036 6.101 1.070
H 1.180 2.120 1.895
H 3.154 6.580 -1.061
H 2.584 5.502 -2.356
H 4.173 5.247 -1.656
C 2.995 -3.980 -0.772
S 3.786 -2.749 0.294
C 5.211 -2.333 -0.757
H 3.554 -4.917 -0.760
H 2.919 -3.592 -1.787
H 1.995 -4.141 -0.375
H 4.870 -2.027 -1.747
H 5.908 -3.169 -0.833
H 5.694 -1.487 -0.271
C -1.486 -1.798 3.619
C -1.403 -0.870 2.411
N -1.877 0.460 2.826
O -0.130 -0.756 1.896
H -2.518 -1.842 3.970
H -0.850 -1.406 4.413
H -1.163 -2.799 3.342
H -2.885 0.421 2.933
H -1.691 1.092 2.055
```

Formula: C29H39AsBN10O3S5W
Source: OMol25
Level of theory: ωB97M-V/def2-TZVPD

Max |F|   1.0 eV/A
Energy   -6219.15680 hartree
Multiplicity   2
Net charge   +4
ΔE to the lowest compared entry with this formula, charge and spin   0.242 eV
Frontier orbital gap (alpha / beta)   4.5 / 4.4 eV
LUMO energy (alpha / beta)   -0.47971 / -0.48257 Ha

Structure (XYZ):
```
89
C29H39AsBN10O3S5W (ωB97M-V/def2-TZVPD)
W 0.189 0.136 0.652
C 0.205 2.808 -1.971
C -0.391 1.470 -2.229
C -1.064 1.112 -3.382
C -1.430 -0.212 -3.207
N -0.995 -0.610 -2.017
N -0.344 0.401 -1.389
B -1.219 -2.009 -1.379
N -2.037 -1.782 -0.074
C -3.213 -2.250 0.283
C -3.526 -1.768 1.559
C -2.478 -0.982 1.935
C -2.398 -0.259 3.234
N -1.515 -0.979 0.928
N 0.164 -2.486 -0.905
C 0.732 -3.678 -1.078
C 2.067 -3.575 -0.758
C 2.269 -2.258 -0.373
C 3.629 -1.750 -0.022
N 1.086 -1.578 -0.454
N -1.850 -2.925 -2.353
C -1.291 -3.502 -3.466
C -2.300 -3.915 -4.278
C -3.497 -3.534 -3.612
C -4.901 -3.744 -4.063
N -3.219 -2.924 -2.476
H -0.320 3.555 -2.565
H 0.188 3.092 -0.920
H 1.238 2.819 -2.310
H -1.255 1.731 -4.243
H -1.976 -0.892 -3.842
H -3.759 -2.879 -0.406
H -4.419 -1.975 2.125
H -3.317 -0.455 3.783
H -1.565 -0.602 3.848
H -2.308 0.820 3.096
H 0.155 -4.512 -1.444
H 2.818 -4.345 -0.826
H 4.052 -2.348 0.785
H 4.279 -1.888 -0.888
H 3.659 -0.710 0.272
H -0.223 -3.568 -3.605
H -2.210 -4.436 -5.217
H -5.000 -4.701 -4.571
H -5.583 -3.728 -3.216
H -5.201 -2.964 -4.763
O -1.146 4.599 6.798
C -0.755 4.181 5.780
S -0.406 2.396 5.527
C 0.033 2.482 3.893
C 0.103 3.872 3.293
S 0.769 4.134 1.833
S -0.441 5.154 4.299
S 0.467 1.038 3.184
C 3.213 4.200 -1.033
As 3.664 2.337 -0.956
C 5.357 2.153 -0.087
C 3.713 1.535 -2.700
S 2.269 1.275 0.390
H 4.056 4.690 -1.527
H 3.113 4.595 -0.025
H 2.313 4.360 -1.614
H 6.094 2.656 -0.716
H 5.609 1.097 -0.004
H 5.319 2.622 0.893
H 4.277 2.191 -3.366
H 2.702 1.402 -3.075
H 4.216 0.572 -2.626
C 2.225 -3.251 3.825
C 2.888 -2.069 3.532
C 2.298 -1.158 2.685
N 1.082 -1.352 2.121
C 0.450 -2.514 2.405
C 0.986 -3.469 3.242
H 2.663 -3.984 4.491
H 3.858 -1.845 3.956
H 2.797 -0.230 2.446
H -0.505 -2.685 1.936
H 0.424 -4.374 3.429
N -2.483 4.273 0.883
C -2.939 3.196 -0.054
C -2.295 1.811 0.092
O -2.910 0.912 -0.394
O -1.097 1.725 0.698
H -2.749 5.195 0.524
H -1.461 4.260 1.021
H -2.923 4.176 1.801
H -2.761 3.542 -1.071
H -4.012 3.079 0.075
```

Formula: C19H31N3O
Source: OMol25
Level of theory: ωB97M-V/def2-TZVPD

Max |F|   0.5 eV/A
Energy   -982.10692 hartree
SMILES string   C=C(C)c1cccc(C(C)(C)NC(=O)NCCN(CC)CC)c1
ΔE to the lowest compared entry with this formula, charge and spin   0.190 eV
Frontier orbital gap   9.0 eV
LUMO energy   0.02414 Ha

Structure (XYZ):
```
54
C19H31N3O (ωB97M-V/def2-TZVPD)
C 3.759 3.428 0.784
C 3.423 2.538 -0.144
C 2.988 2.967 -1.516
C 3.445 1.090 0.128
C 4.426 0.536 0.949
C 4.438 -0.822 1.197
C 3.480 -1.651 0.639
C 2.494 -1.123 -0.181
C 1.436 -1.979 -0.860
C 1.271 -3.361 -0.219
C 1.815 -2.134 -2.337
N 0.165 -1.258 -0.803
C -0.390 -0.892 0.399
O 0.185 -0.977 1.465
N -1.656 -0.401 0.279
C -2.375 0.160 1.395
C -3.868 -0.132 1.234
N -4.343 0.371 -0.042
C -4.468 1.820 -0.118
C -3.490 2.399 -1.142
C -5.461 -0.362 -0.599
C -6.748 -0.350 0.236
C 2.500 0.242 -0.436
H 4.033 3.137 1.783
H 3.747 4.486 0.582
H 3.257 4.006 -1.694
H 3.454 2.343 -2.277
H 1.907 2.876 -1.618
H 5.186 1.171 1.378
H 5.204 -1.244 1.832
H 3.511 -2.706 0.857
H 0.420 -3.869 -0.671
H 1.085 -3.248 0.846
H 2.155 -3.973 -0.373
H 1.090 -2.760 -2.855
H 2.794 -2.600 -2.418
H 1.856 -1.163 -2.824
H -0.459 -1.409 -1.579
H -2.086 -0.248 -0.619
H -1.983 -0.300 2.305
H -2.205 1.243 1.461
H -4.011 -1.214 1.242
H -4.411 0.297 2.092
H -4.274 2.269 0.861
H -5.485 2.102 -0.410
H -3.659 1.948 -2.117
H -2.463 2.207 -0.845
H -3.631 3.474 -1.227
H -5.140 -1.399 -0.740
H -5.666 0.059 -1.587
H -7.536 -0.878 -0.294
H -6.587 -0.838 1.194
H -7.080 0.670 0.421
H 1.723 0.653 -1.063
```

Formula: C4H3O6Tb
Source: OMol25
Level of theory: ωB97M-V/def2-TZVPD

Max |F|   5.7 eV/A
Energy   -1429.27490 hartree
Multiplicity   7
Net charge   +2
ΔE to the lowest compared entry with this formula, charge and spin   2.660 eV
Frontier orbital gap (alpha / beta)   8.1 / 6.4 eV
LUMO energy (alpha / beta)   -0.31762 / -0.40858 Ha

Structure (XYZ):
```
14
C4H3O6Tb (ωB97M-V/def2-TZVPD)
O -1.651 0.003 0.585
C -0.472 0.259 0.623
O 1.341 -0.578 -0.799
C 0.989 -1.763 -1.258
C 0.337 0.409 -0.644
O -0.218 -2.046 -1.515
O 1.896 -2.618 -1.455
H -0.336 0.427 -1.509
H 0.861 1.373 -0.588
Tb 0.464 -4.346 -2.292
O -1.292 2.823 2.559
C -1.254 1.545 2.376
O -0.146 1.213 1.721
H -0.519 3.299 2.197
```